Entry 1:
DFT (the ωB97M-V functional and the def2-TZVPD basis) results for a single C18H18N2O5S molecule.

Last column: Mulliken charge in e.
Cartesian coordinates (Å):
H -2.042 2.450 3.554  0.4609
H 3.314 -1.799 -3.400  0.2042
H 5.079 0.794 -3.165  0.3546
C -1.234 0.406 0.139  0.9223
C 5.244 0.539 -2.122  -0.2797
C -5.763 -1.479 1.438  -0.4300
H -0.766 -0.063 2.186  0.6775
H -6.535 0.213 0.351  0.4061
C -0.048 -0.522 -1.808  -0.8387
H 4.489 0.998 -1.491  0.4075
H 7.364 0.326 -2.300  0.3525
O -2.393 1.550 3.542  -0.6634
O -2.256 0.526 -0.504  -0.6889
H 6.853 1.917 -1.710  0.3665
H -6.612 -2.106 1.207  0.3914
C 0.013 -0.090 -0.479  0.1487
C 2.370 -0.610 -0.467  -0.5210
C -1.167 0.770 1.607  -1.6732
O -2.659 3.418 1.247  -0.6713
C -2.538 1.161 2.190  1.6923
C -5.730 -0.178 0.954  -1.0259
C -4.631 0.594 1.267  0.2736
S 5.026 -1.260 -1.995  0.9818
O 5.781 -1.905 -3.023  -0.6570
H 3.311 -0.680 0.054  0.6128
H -1.002 -0.479 -2.312  0.4622
C 1.242 -0.150 0.180  -0.6242
C 1.070 -0.987 -2.459  -0.8735
C -3.622 -1.202 2.516  -0.4740
C -4.730 -1.985 2.208  -0.8148
H -0.496 1.627 1.717  0.6364
C 6.652 0.849 -1.666  -1.3146
N -4.363 1.913 0.922  0.0619
H -2.819 -1.594 3.120  0.4483
C -3.583 0.087 2.041  0.0963
C -3.154 2.322 1.377  -0.1412
H 1.332 0.168 1.206  0.4282
O 5.212 -1.664 -0.638  -0.6214
H -4.946 2.469 0.317  0.2135
H 6.787 0.503 -0.644  0.3713
C 2.299 -1.033 -1.795  0.9526
N 3.425 -1.493 -2.447  -0.3165
H -4.783 -2.999 2.573  0.3955
H 1.007 -1.322 -3.484  0.3106

Forces on atoms 1 to 3 (eV/Å):
0.021 0.030 -0.044
0.176 -0.036 -0.104
-0.119 -0.025 -0.099

Results
**Gap between HOMO and LUMO**: 8.58 eV
**Structure (SMILES)**: CCS(=O)(=O)Nc1ccc(C(=O)C[C@@]2(O)C(=O)Nc3ccccc32)cc1
**LUMO**: 0.0049 Ha
**Net charge**: 0
**Spin multiplicity**: 1

Entry 2:
DFT (the ωB97M-V functional and the def2-TZVPD basis) results for a single C18H18N4O molecule.

Last column: Mulliken charge in e.
Cartesian coordinates (Å):
H 8.778 1.004 1.129  0.4116
C -5.029 1.380 0.176  -0.3663
C -4.418 -0.985 0.193  1.0270
O 6.005 -0.347 -0.083  -0.3784
H -7.100 1.799 0.401  0.3860
H -1.830 2.466 -0.350  0.4686
C 8.197 0.330 0.505  -1.4243
H 4.317 1.204 1.423  0.3760
C 6.712 0.550 0.746  -0.2429
H 8.435 0.514 -0.539  0.3251
C 1.839 -0.484 -0.152  -0.2825
C 2.631 -1.340 -0.926  -0.6791
C -6.719 -0.316 0.433  -0.5190
C -2.098 -1.546 -0.053  -0.4261
H 8.462 -0.697 0.744  0.3297
H 6.439 1.587 0.502  0.3552
H -7.761 -0.565 0.563  0.3877
C -4.037 0.380 0.099  -0.0730
H -1.221 2.586 -1.872  0.2415
H -1.273 -2.235 -0.115  0.5217
H 1.892 1.065 1.331  0.4600
C -1.816 -0.161 -0.140  1.1085
C 4.003 -1.258 -0.884  -0.5048
C -6.341 1.033 0.340  -0.4484
H 0.874 1.765 -0.725  0.2942
C 4.640 -0.339 -0.047  0.6195
C -3.390 -1.951 0.111  -0.8294
H -4.723 2.413 0.105  0.4284
H -3.644 -3.000 0.180  0.4000
C 3.863 0.494 0.749  -0.0995
C 2.482 0.427 0.688  -0.4394
H 2.145 -2.056 -1.571  0.4223
C -5.778 -1.306 0.361  -0.7027
H 4.616 -1.907 -1.489  0.3997
H -6.062 -2.347 0.432  0.3736
N -0.104 1.554 -0.569  0.0907
N -0.969 2.616 -0.880  -0.9996
N -2.754 0.755 -0.066  -0.7224
N 0.473 -0.666 -0.162  -0.4119
H 6.468 0.363 1.802  0.3489
C -0.408 0.257 -0.299  -0.2266

Forces on atoms 1 to 3 (eV/Å):
0.081 0.059 0.054
-0.233 -0.031 0.038
0.186 0.395 -0.040

Results
**Gap between HOMO and LUMO**: 7.22 eV
**Structure (SMILES)**: CCOc1ccc(/N=C(\NN)c2ccc3ccccc3n2)cc1
**LUMO**: -0.0047 Ha
**Net charge**: 0
**Spin multiplicity**: 1

Entry 3:
DFT (the ωB97M-V functional and the def2-TZVPD basis) results for a molecular structure, C18H18N5O3PtS.

Last column: Mulliken spin population.
Cartesian coordinates (Å):
C 2.206 1.861 -0.378  0.0313
C 0.923 -1.735 2.305  0.0155
H -6.787 0.620 0.194  -0.0001
C -3.879 -0.823 -1.898  0.0133
H -5.908 2.131 0.529  0.0000
N -4.740 0.509 -0.117  0.0009
H 4.343 -3.164 -1.050  0.0001
H 1.833 -1.408 1.798  -0.0059
H -5.937 -0.590 -1.390  -0.0001
H -1.017 -4.248 1.641  0.0001
S 0.033 5.148 0.061  0.0113
O -3.337 1.763 1.168  -0.0016
H 6.181 0.683 -0.558  0.0001
H 6.347 -1.762 -0.869  0.0000
C 2.959 -1.567 -0.803  0.0083
H 0.135 -4.338 0.322  -0.0004
C 0.061 -2.466 1.317  -0.0100
C 5.294 0.069 -0.616  0.0015
H 0.393 -0.848 2.650  -0.0036
Pt -0.332 0.345 -0.393  1.4946
C 4.226 -2.102 -0.890  0.0006
H 1.212 -2.358 3.147  0.0012
C -2.581 -0.411 -1.477  -0.0161
H -5.803 0.782 1.668  0.0000
H -1.885 3.606 -0.037  0.0055
O -0.616 -1.851 0.505  0.0610
H 4.119 2.734 -0.311  0.0003
C -3.472 0.943 0.279  0.0036
C 2.869 -0.191 -0.606  -0.0090
H -4.022 -1.482 -2.737  -0.0007
H 0.711 -4.413 2.011  0.0013
O -1.470 -0.719 -2.014  0.2006
C 1.286 2.992 -0.247  -0.0273
C -0.810 3.680 -0.104  0.0024
N 3.554 1.905 -0.381  0.0043
C 5.374 -1.297 -0.792  -0.0001
H 2.458 4.845 -0.024  0.0001
C -4.909 -0.337 -1.169  -0.0065
C 1.521 4.320 -0.075  0.0027
C -0.009 -3.963 1.334  0.0069
N 1.752 0.627 -0.495  0.0942
N -2.437 0.386 -0.406  0.0727
H 2.071 -2.174 -0.910  0.0010
C -5.881 1.046 0.615  0.0012
N -0.041 2.646 -0.268  0.0462
C 4.013 0.602 -0.530  -0.0013

Forces on atoms 1 to 3 (eV/Å):
-0.071 0.204 0.062
-0.034 -0.004 0.022
-0.033 0.012 0.025

Results
**Gap between HOMO and LUMO (alpha / beta)**: 7.61 / 7.34 eV
**LUMO (alpha / beta)**: -0.1115 / -0.1457 Ha
**<S²>**: 2.01
**Net charge**: +1
**Spin multiplicity**: 3

Entry 4:
DFT (the ωB97M-V functional and the def2-TZVPD basis) results for a molecular structure, C18H19BF5FeN6Se4SiTe.

Last column: Mulliken spin population.
Cartesian coordinates (Å):
H -1.082 1.269 5.014  -0.0001
B -1.605 2.190 2.373  -0.0127
H 3.242 -4.734 -1.481  0.0001
H 0.872 -0.635 5.205  0.0005
C 0.508 -0.138 4.327  0.0050
C -3.204 -0.289 0.317  -0.0079
F -0.225 -2.732 -1.371  -0.0041
Se 1.982 -0.596 -0.342  0.1312
H 1.676 -0.970 2.621  0.0058
N 0.225 0.474 2.199  0.0177
F -4.076 -2.937 -4.080  -0.0001
H 2.179 -3.663 -2.381  -0.0007
C -0.478 0.820 4.249  0.0027
F -1.987 -4.182 -2.837  0.0018
Fe 0.077 0.610 -0.413  3.6678
H 2.991 -3.237 1.828  -0.0004
H 5.395 -1.097 -1.064  0.0008
N -0.791 3.215 1.586  -0.0136
Te 3.022 3.344 -4.751  0.2590
C 0.365 5.027 1.081  0.0000
C 4.881 -1.927 -1.535  0.0043
H -1.309 5.006 2.557  0.0003
C -4.357 0.226 0.908  -0.0002
C -1.258 -0.681 -1.922  0.1648
C 3.846 -2.899 1.250  0.0127
C -1.191 -2.065 -2.042  -0.0178
H 4.601 -1.603 -2.532  0.0006
C 0.913 -0.318 3.003  -0.0183
Si 3.326 -2.414 -0.534  0.0249
H 4.275 -2.042 1.759  0.0002
C -3.902 1.294 1.648  -0.0010
H 1.621 3.886 -0.366  -0.0026
Se 2.331 1.767 -2.996  0.2793
C -2.333 -0.112 -2.605  -0.0941
H -4.432 1.984 2.274  0.0006
N 0.107 2.851 0.664  0.0675
N -0.623 1.168 2.961  0.0072
H -2.211 2.729 3.248  -0.0002
Se -0.311 3.945 -3.045  0.2269
H 4.583 -3.695 1.241  0.0002
H 1.667 -4.294 -0.834  0.0008
H 0.731 6.032 1.034  0.0000
C 2.523 -3.927 -1.387  0.0068
C -0.658 4.525 1.853  0.0059
C 0.815 3.929 0.353  -0.0030
Se 0.270 2.001 -2.136  0.2546
H 5.575 -2.758 -1.624  0.0000
C -3.155 -2.207 -3.404  -0.0029
H -3.112 -1.159 -0.304  -0.0004
C -2.095 -2.830 -2.766  0.0002
H -5.362 -0.136 0.803  -0.0001
F -4.340 -0.229 -3.916  0.0021
C -3.281 -0.829 -3.322  0.0026
N -2.574 1.390 1.486  -0.0204
N -2.142 0.426 0.662  0.0523
F -2.504 1.230 -2.512  -0.0068

Forces on atoms 1 to 3 (eV/Å):
-0.113 0.116 0.106
0.272 -0.339 -0.453
0.269 -0.207 0.003

Results
**Gap between HOMO and LUMO (alpha / beta)**: 5.36 / 4.98 eV
**LUMO (alpha / beta)**: 0.1509 / 0.1369 Ha
**<S²>**: 8.78
**Net charge**: -2
**Spin multiplicity**: 6

Entry 5:
DFT (the ωB97M-V functional and the def2-TZVPD basis) results for a molecular structure, C18H19Cl3MgN3O5S2Si.

Last column: Mulliken charge in e.
Cartesian coordinates (Å):
H 6.174 -1.637 2.641  0.4202
Si -1.292 1.367 0.725  0.0329
H -0.732 2.562 -4.086  0.4329
Mg 0.180 -1.840 0.536  1.6118
C -2.454 1.968 2.069  -1.2234
H -3.028 3.437 -4.410  0.3561
C -0.221 -1.336 -2.541  0.3748
C 3.393 -0.718 4.338  -0.7928
H -2.092 -1.689 -3.485  0.5205
C 1.769 -0.756 -3.331  -0.5805
H 1.178 1.216 0.628  0.1180
O -0.360 -3.115 2.068  -0.5874
H -2.151 -0.571 -2.103  -0.0064
H -4.603 3.470 -2.504  0.3717
O -2.284 -4.650 1.894  -0.5995
H 0.680 2.183 2.006  0.3288
H -3.900 2.637 -0.303  0.3042
C 5.136 -1.411 2.842  -0.8990
C -1.698 -1.486 -2.488  -0.9176
N 0.418 -0.813 -3.612  0.0518
H 3.061 -0.401 5.316  0.4386
C 4.725 -0.998 4.096  0.5035
N 0.654 -1.631 -1.601  -0.2349
C 1.895 -1.269 -2.082  -0.1053
C 2.817 -1.267 2.003  -1.0723
S -1.636 -3.470 1.404  1.0120
C -1.044 2.099 -2.014  -0.1743
C -3.598 3.087 -2.371  -0.5822
H -0.039 1.704 -1.891  0.2752
S -2.967 -1.857 1.756  -0.1367
C -1.432 2.572 -3.258  -0.5533
H 2.489 -0.371 -4.028  0.4159
N -1.182 -0.332 0.614  -0.3283
H -1.970 -2.291 -1.812  0.1300
H 2.776 -1.390 -1.474  0.0723
O -1.360 -3.358 -0.039  -0.6876
H 0.647 2.890 0.381  0.4513
C -1.913 2.108 -0.916  0.1314
O 1.979 -1.385 1.037  0.2273
H -0.042 -0.476 -4.438  0.1947
C -3.194 2.615 -1.126  -0.3320
Cl 5.897 -0.830 5.383  -0.2633
Cl 4.744 -2.069 0.270  -0.2808
Cl 0.808 -0.506 3.658  -0.2044
C -2.717 3.068 -3.440  -0.4923
C 2.474 -0.853 3.313  1.0417
C 0.467 1.979 0.956  -1.0054
H -2.066 1.668 3.045  0.2814
O -2.564 -0.880 0.516  -0.3199
H -2.581 3.053 2.068  0.3599
C 4.195 -1.538 1.839  0.6210
H -3.437 1.509 1.950  0.2999

Forces on atoms 1 to 3 (eV/Å):
0.005 0.003 0.010
0.035 -0.012 -0.109
0.009 -0.002 -0.005

Results
**Gap between HOMO and LUMO**: 7.62 eV
**LUMO**: 0.0890 Ha
**Net charge**: -1
**Spin multiplicity**: 1